[1]
{"formula": "C14H12Br6N2O4", "method": "ωB97M-V with the def2-TZVPD basis set", "max_force_ev_per_a": 3.0, "de_lowest_kj_mol": 183.9, "gap_ev": 9.00, "spin_multiplicity": 1, "species": ["C", "Br", "Br", "Br", "H", "C", "Br", "Br", "Br", "H", "C", "C", "C", "C", "C", "C", "N", "O", "O", "H", "H", "H", "H", "H", "C", "C", "C", "C", "C", "C", "N", "O", "O", "H", "H", "H", "H", "H"], "xyz": [[-1.89158, 4.74806, -2.11031], [-3.35710, 5.92415, -1.27371], [-0.07637, 5.16303, -1.25404], [-1.74206, 5.27924, -4.00380], [-2.13641, 3.69772, -1.95243], [1.39702, 0.41118, -1.16087], [0.22091, 1.95551, -1.65138], [2.72057, 0.98496, 0.22933], [2.14133, -0.31245, -2.83822], [0.88860, -0.45857, -0.74474], [0.05525, -5.91564, -0.23463], [1.09350, -6.85022, -0.40405], [2.34007, -6.38215, -0.84067], [2.52511, -4.96185, -1.15167], [1.51988, -4.01909, -0.87047], [0.31624, -4.51305, -0.33811], [3.83127, -4.46436, -1.83025], [4.67755, -5.25830, -2.06212], [4.00798, -3.27975, -2.10878], [-0.91175, -6.32971, 0.01001], [0.97937, -7.89685, -0.16334], [3.20721, -7.01098, -0.97864], [1.48246, -3.02266, -1.28533], [-0.40608, -3.71656, -0.23688], [-1.90586, 5.24996, 2.20634], [-2.95189, 4.35890, 2.47956], [-2.83165, 2.95736, 2.24156], [-1.51387, 2.43340, 1.97819], [-0.45632, 3.36895, 1.84400], [-0.63578, 4.71237, 1.97116], [-1.30187, 0.95959, 1.77123], [-2.19701, 0.20122, 2.12432], [-0.20249, 0.59984, 1.47714], [-2.16619, 6.28797, 2.35178], [-3.89534, 4.64279, 2.92194], [-3.60708, 2.23033, 2.43271], [0.52295, 2.94286, 1.68311], [0.25942, 5.28282, 1.77207]]}

***

[2]
{"formula": "C14H12BrN3O3", "method": "ωB97M-V with the def2-TZVPD basis set", "max_force_ev_per_a": 17.8, "de_lowest_kj_mol": 1215.4, "gap_ev": 8.17, "spin_multiplicity": 1, "species": ["O", "C", "N", "N", "C", "C", "C", "C", "C", "O", "H", "H", "H", "H", "H", "C", "N", "C", "O", "C", "C", "C", "C", "C", "C", "H", "H", "H", "H", "Br", "H", "H", "H"], "xyz": [[0.51988, 4.37008, 0.97754], [0.90716, 3.29377, 0.39500], [2.02087, 2.70680, 0.77276], [2.29016, 1.42912, 0.20555], [3.31109, 0.68818, 0.48663], [3.65664, -0.44093, 0.07974], [3.12897, -1.17743, -0.88722], [4.02826, -2.15734, -1.32224], [4.93138, -2.06630, -0.30376], [4.83162, -1.04238, 0.52790], [5.74875, -2.52654, 0.07474], [3.86400, -2.85171, -2.04134], [2.39856, -0.94598, -1.76389], [3.92747, 1.33696, 1.49372], [2.42548, 3.02760, 1.40525], [-0.14704, 2.57132, -0.54306], [-0.57592, 1.19627, -0.12015], [-0.39712, 0.11952, -0.68569], [0.39403, 0.15664, -1.84660], [-0.96210, -0.96292, 0.07619], [-2.33317, -1.17745, 0.13511], [-2.88048, -2.21175, 1.01900], [-1.88012, -3.18125, 1.30410], [-0.58464, -3.10486, 1.15742], [-0.06044, -1.85398, 0.09416], [1.07453, -1.88156, 0.10161], [0.18193, -4.11381, 1.27365], [-2.20748, -4.01623, 1.71511], [-3.89900, -2.44848, 1.16385], [-3.51994, 0.11416, -0.23697], [-1.14806, 1.50894, 0.62284], [0.52180, 2.32469, -1.65266], [-0.85192, 3.31782, -0.95233]]}

***

[3]
{"formula": "C14H12Cl6N2O4", "method": "ωB97M-V with the def2-TZVPD basis set", "max_force_ev_per_a": 2.7, "de_lowest_kj_mol": 0.0, "gap_ev": 9.56, "spin_multiplicity": 1, "species": ["O", "N", "O", "C", "C", "C", "C", "C", "C", "H", "H", "H", "H", "H", "O", "N", "O", "C", "C", "C", "C", "C", "C", "H", "H", "H", "H", "H", "Cl", "C", "Cl", "Cl", "H", "Cl", "C", "Cl", "Cl", "H"], "xyz": [[-1.45307, 2.08050, -2.37442], [-1.80575, 1.09575, -2.97907], [-1.84106, 1.00900, -4.21628], [-2.26754, -0.11392, -2.18724], [-1.74884, -0.27483, -0.93261], [-2.21495, -1.31430, -0.17916], [-3.16472, -2.19224, -0.62668], [-3.59816, -2.01738, -1.94046], [-3.19420, -0.96363, -2.74425], [-1.13484, 0.48961, -0.53366], [-1.77837, -1.43191, 0.79622], [-3.37772, -3.04677, 0.01349], [-4.27559, -2.76375, -2.39272], [-3.60593, -0.67695, -3.71316], [1.96080, 2.50444, -2.98287], [2.04833, 1.35646, -2.67099], [2.27270, 0.39791, -3.38802], [1.65688, 1.01067, -1.25141], [1.73172, -0.29755, -0.82410], [1.44364, -0.54542, 0.51341], [1.15808, 0.46082, 1.41721], [1.10520, 1.78392, 0.94378], [1.43506, 2.06896, -0.40734], [1.76868, -1.14915, -1.60641], [1.47285, -1.59675, 0.80983], [0.94069, 0.19815, 2.46991], [0.74332, 2.60023, 1.51405], [1.55691, 3.03306, -0.79998], [3.93723, -0.76960, 3.27519], [5.29845, -0.06731, 2.43216], [5.37182, 1.65290, 2.59511], [5.28320, -0.49701, 0.71871], [6.20226, -0.50008, 2.85048], [-2.28219, 0.91470, 2.45744], [-2.47528, -0.30895, 3.75018], [-1.00574, -0.36465, 4.71328], [-2.84647, -1.88225, 3.11323], [-3.31740, 0.11733, 4.36713]]}

***

[4]
{"formula": "C14H12ClN2O7Ti", "method": "ωB97M-V with the def2-TZVPD basis set", "max_force_ev_per_a": 0.8, "total_charge": 1, "de_lowest_kj_mol": 6.9, "gap_ev": 7.12, "spin_multiplicity": 1, "species": ["Ti", "O", "C", "C", "C", "C", "C", "C", "C", "N", "N", "C", "O", "C", "C", "C", "C", "C", "C", "H", "H", "H", "H", "H", "H", "H", "H", "H", "H", "O", "H", "H", "O", "Cl", "O", "O", "O"], "xyz": [[0.15262, -1.31071, 0.05167], [1.70620, -1.29777, 0.94715], [2.90162, -0.89118, 0.44872], [4.05479, -1.56176, 0.83017], [5.26769, -1.13465, 0.32348], [5.34888, -0.03749, -0.53546], [4.20826, 0.64729, -0.88507], [2.95355, 0.22747, -0.41374], [1.78753, 1.03357, -0.65695], [0.60553, 0.60116, -0.38271], [-0.47725, 1.45949, -0.34847], [-1.36992, 0.91071, 0.41178], [-1.11805, -0.29184, 0.96236], [-2.66504, 1.53021, 0.69454], [-3.03114, 2.69598, 0.01972], [-4.25818, 3.27885, 0.27728], [-5.11873, 2.70825, 1.20783], [-4.75238, 1.55409, 1.88482], [-3.52663, 0.96164, 1.62979], [3.98181, -2.40389, 1.50302], [6.17106, -1.65949, 0.60424], [6.30941, 0.28168, -0.91361], [4.26512, 1.51619, -1.52796], [1.89218, 2.05821, -1.00413], [-2.35798, 3.13465, -0.70347], [-4.54612, 4.17964, -0.24680], [-6.07742, 3.16874, 1.40575], [-5.42008, 1.11846, 2.61538], [-3.23298, 0.07269, 2.17095], [-1.64558, -2.62905, 0.07471], [-2.40704, -2.42310, 0.62543], [-1.83286, -3.40197, -0.47146], [0.03502, -1.42905, -1.97319], [0.45987, -2.88772, -2.19374], [1.57490, -2.93185, -3.02955], [-0.64527, -3.63933, -2.62272], [0.80660, -3.20813, -0.77977]]}

***

[5]
{"formula": "C14H12ClN3O2", "method": "ωB97M-V with the def2-TZVPD basis set", "max_force_ev_per_a": 0.7, "de_lowest_kj_mol": 0.0, "gap_ev": 8.77, "spin_multiplicity": 1, "species": ["N", "C", "O", "C", "C", "C", "C", "C", "C", "N", "C", "O", "N", "C", "C", "C", "C", "C", "Cl", "C", "H", "H", "H", "H", "H", "H", "H", "H", "H", "H", "H", "H"], "xyz": [[4.54734, 0.23273, 1.86283], [3.70843, 0.64790, 0.88711], [3.59226, 1.83360, 0.62345], [2.96063, -0.42316, 0.17386], [3.51002, -1.69361, 0.02185], [2.83956, -2.68868, -0.66229], [1.60863, -2.41109, -1.23543], [1.05259, -1.15346, -1.11858], [1.70493, -0.14180, -0.40589], [1.18053, 1.13191, -0.30347], [-0.12526, 1.57818, -0.30067], [-0.37902, 2.74657, -0.47306], [-1.05423, 0.59912, -0.03279], [-2.44160, 0.70600, -0.02396], [-3.11889, 1.86283, -0.40187], [-4.50064, 1.88369, -0.38400], [-5.23230, 0.77310, 0.00211], [-4.54921, -0.37231, 0.37473], [-5.43277, -1.77872, 0.86122], [-3.16812, -0.41919, 0.36557], [4.59722, -0.72155, 2.16834], [5.06150, 0.93399, 2.37012], [4.49437, -1.90123, 0.41535], [3.28235, -3.66664, -0.76815], [1.08920, -3.17208, -1.79803], [0.12826, -0.93184, -1.63029], [1.88280, 1.85902, -0.15322], [-0.69429, -0.29717, 0.26497], [-2.55727, 2.73246, -0.69754], [-5.01928, 2.78364, -0.67662], [-6.30996, 0.79260, 0.01524], [-2.65778, -1.32481, 0.65911]]}

***

[6]
{"formula": "C14H12N2O2S", "method": "ωB97M-V with the def2-TZVPD basis set", "max_force_ev_per_a": 0.9, "de_lowest_kj_mol": 17.7, "gap_ev": 9.36, "spin_multiplicity": 1, "species": ["C", "O", "C", "C", "C", "C", "C", "C", "O", "C", "N", "C", "N", "C", "S", "C", "C", "C", "C", "H", "H", "H", "H", "H", "H", "H", "H", "H", "H", "H", "H"], "xyz": [[4.89605, -1.54191, 1.03350], [4.81754, -0.21881, 0.56150], [3.61721, 0.24987, 0.12503], [3.60853, 1.57065, -0.32765], [2.43998, 2.13578, -0.79080], [1.26533, 1.40085, -0.81760], [1.26346, 0.09167, -0.36421], [0.00328, -0.72777, -0.40186], [-1.11359, 0.10945, -0.12256], [-2.30962, -0.46403, -0.17091], [-2.42395, -1.74813, -0.46825], [-3.64361, -2.27540, -0.50728], [-4.78033, -1.66317, -0.28117], [-4.67356, -0.37358, 0.01857], [-6.01249, 0.67133, 0.36137], [-4.92705, 2.00393, 0.60302], [-3.62457, 1.68839, 0.43624], [-3.45305, 0.31946, 0.09765], [2.43700, -0.48347, 0.10866], [4.25535, -1.69601, 1.90774], [4.62948, -2.26370, 0.25469], [5.93592, -1.69052, 1.32011], [4.53187, 2.12688, -0.30270], [2.44230, 3.15778, -1.13871], [0.35033, 1.84106, -1.18033], [-0.13322, -1.18188, -1.39326], [0.03586, -1.54235, 0.33064], [-3.69667, -3.32664, -0.75400], [-5.34326, 2.95817, 0.86013], [-2.80675, 2.37640, 0.54524], [2.41222, -1.50430, 0.45722]]}